# C2H4O2

A cluster of 2 separate species, C2H4O2 in total (ωB97M-V with the def2-TZVPD basis set, the Open Molecules 2025 dataset).

```
8
Properties=species:S:1:pos:R:3:forces:R:3
O -1.33793 -3.27147 1.09861 -3.08 -0.95 -1.17
C -2.54959 -3.54374 1.12790 2.78 0.71 1.92
H -3.00065 -3.34579 2.12931 -0.52 -0.13 -0.62
H -3.20745 -4.02581 0.36613 0.82 0.37 -0.12
O 2.68115 0.02847 5.36829 1.68 -1.48 -1.95
C 3.37871 -0.70358 4.65733 -1.72 0.67 1.88
H 4.17291 -1.32831 5.13105 -0.10 0.40 -0.34
H 3.16432 -0.89498 3.57897 0.13 0.40 0.41
```
Positions in Å, forces in eV/Å.

Summary:
* E_LUMO: 0.5892 eV
* charge: 0
* E: -6231.585 eV
* Kohn-Sham gap: 10.818 eV

Here are the natural (NBO) charges for atoms 1 to 2, given in e: -0.498 0.255

=====

# C2H4O2

The molecule C2H4O2 (ωB97M-V with the def2-TZVPD basis set, the Open Molecules 2025 dataset).

```
8
Properties=species:S:1:pos:R:3:forces:R:3
C -0.31866 0.44056 0.01036 -3.02 -0.75 -0.02
C 0.95417 -0.30352 0.00699 -0.04 -0.08 0.05
O -2.73254 0.04783 -0.01118 0.94 1.09 -0.01
O -1.40415 -0.26176 0.00657 2.39 -0.21 0.07
H -0.33190 1.52800 0.00463 -0.43 0.01 -0.04
H 1.31879 -0.40149 -1.01559 0.08 0.04 -0.10
H 0.81963 -1.29916 0.41829 -0.01 -0.06 0.03
H 1.69465 0.24954 0.57992 0.09 -0.02 0.03
```
Positions in Å, forces in eV/Å.

Summary:
* E_LUMO (alpha / beta): -0.1705 / -0.1700 eV
* charge: 0
* E: -6228.760 eV
* Kohn-Sham gap (alpha / beta): 9.023 / 9.025 eV

Here are the natural (NBO) charges for atoms 1 to 2, given in e: 0.325 -0.695

=====

# C2H4O2

A cluster of 2 separate species, C2H4O2 in total (ωB97M-V with the def2-TZVPD basis set, the Open Molecules 2025 dataset).

```
8
Properties=species:S:1:pos:R:3:forces:R:3
O 1.29851 1.73816 -4.18610 0.00 -2.58 2.70
C 1.51432 0.88317 -3.30328 0.50 2.41 -2.16
H 2.55708 0.49262 -3.22870 -0.54 -0.13 0.10
H 0.78985 0.53448 -2.52932 0.03 0.30 -0.63
O -0.86452 -0.85673 2.31788 -0.61 0.14 1.25
C -1.54163 -0.90472 3.32477 0.33 -0.26 -0.96
H -1.32753 -0.30286 4.23985 0.02 -0.16 -0.42
H -2.42608 -1.58412 3.36489 0.26 0.28 0.12
```
Positions in Å, forces in eV/Å.

Summary:
* E_LUMO: 0.7027 eV
* charge: 0
* E: -6231.738 eV
* Kohn-Sham gap: 10.925 eV

Here are the natural (NBO) charges for atoms 1 to 2, given in e: -0.499 0.256